16
Properties=species:S:1:pos:R:3 method="wB97M-V/def2-TZVPD" smiles=CC(C)[C@H]1CO1 lumo_energy_ha=0.0380 orbital_gap_ev=10.58 e_homo_ha=-0.3509 molar_mass_g_mol=86.1
H -0.1028 0.8727 0.7794
H 1.9770 0.2568 -0.5575
H -1.7802 -1.0650 -0.9152
H 1.7926 0.2470 1.8412
H -1.2831 1.8649 -0.9369
H -2.1376 -0.3002 0.6428
C -0.2102 0.2279 -0.1431
H -0.6618 0.7875 -2.2158
H 0.4385 1.8876 -1.3418
H -1.0333 -1.6846 0.5598
H 0.4714 -0.9970 1.8536
C -0.4404 1.2382 -1.2454
O 1.7556 -1.5922 0.3571
C 1.3622 -0.6351 1.3413
C 1.2017 -0.3402 -0.0664
C -1.3497 -0.7683 0.0469

16
Properties=species:S:1:pos:R:3 method="wB97M-V/def2-TZVPD" smiles="C=C(C)O.C=C" lumo_energy_ha=0.0334 orbital_gap_ev=9.81 e_homo_ha=-0.3272 molar_mass_g_mol=86.1
H -1.0342 -1.6515 -1.3110
C -0.6129 1.8004 1.1110
H -0.2248 -2.3010 0.1253
H -2.4887 1.7107 2.0868
H -0.8335 2.6830 0.5204
C -1.5073 1.2690 1.9415
H -1.0400 -0.7206 0.2075
H 0.6098 -0.8793 -2.8859
C -0.4507 -1.3833 -0.4271
H -1.2927 0.3935 2.5492
H 0.3935 1.4101 0.9991
O 1.6136 -0.4662 0.2894
C 1.2768 -0.6490 -2.0665
C 0.8550 -0.7695 -0.8092
H 2.4403 -0.0640 -0.0113
H 2.2960 -0.3823 -2.3192

16
Properties=species:S:1:pos:R:3 method="wB97M-V/def2-TZVPD" smiles=C[C@H]1CC[C@H]1O lumo_energy_ha=0.0372 orbital_gap_ev=10.91 e_homo_ha=-0.3636 molar_mass_g_mol=86.1
H 0.9406 1.6232 -0.6802
C 1.4394 -0.9938 0.0350
C -1.0774 -0.3830 0.2597
H 0.5306 -0.1082 1.7706
C 0.2825 1.3641 0.1586
H -0.5538 -1.4114 -1.4091
H -1.2735 0.7542 -1.2941
O -1.3381 -1.2456 -0.8661
H -1.7467 -0.7570 1.0399
H -1.9893 1.7439 0.0318
H 1.4094 -0.9054 -1.0587
C 0.4039 -0.0960 0.6796
H 1.2596 -2.0404 0.3027
H 2.4534 -0.7288 0.3453
C -1.1803 1.0604 -0.2492
H 0.4398 2.1237 0.9343

16
Properties=species:S:1:pos:R:3 method="wB97M-V/def2-TZVPD" smiles=C[C@H]1CC[C@H]1O lumo_energy_ha=0.0371 orbital_gap_ev=11.00 e_homo_ha=-0.3671 molar_mass_g_mol=86.1
H -0.0568 -1.7808 0.5044
H -0.2126 1.2791 -1.4236
H 0.3328 1.0369 1.6571
H 1.4553 -0.3179 1.9074
H -0.2016 -0.3867 2.5458
C 0.7425 -0.2396 -0.8713
C -1.3772 -0.1879 -0.2304
O 1.5752 0.9649 -0.8086
H 1.3874 -0.9797 -1.3519
C 0.4112 -0.0571 1.7021
H -2.1276 -0.9804 -0.3512
H 1.4698 1.4767 0.0075
H -0.9136 -0.0252 -2.4928
H -1.8644 0.6473 0.2881
C -0.0460 -0.6865 0.4024
C -0.5744 0.2368 -1.4849

16
Properties=species:S:1:pos:R:3 method="wB97M-V/def2-TZVPD" smiles="C=CCC=C.O" lumo_energy_ha=0.0264 orbital_gap_ev=10.29 e_homo_ha=-0.3519 molar_mass_g_mol=86.1
H -2.3464 2.4871 4.0120
C 0.7586 -0.0635 -1.0094
H 0.6702 -1.0850 2.2904
O -3.2859 2.5752 3.8187
C 0.3782 -0.6470 1.3447
H -0.2734 0.3004 -0.9615
H -3.5578 1.8982 3.1862
H 1.1029 -1.6485 -4.1193
H 1.2570 0.1780 -3.7307
H 0.7372 -2.1057 -1.6876
C 0.7719 -1.1197 -2.1514
H 1.4402 0.6750 -1.4385
C 1.1514 -0.8456 -3.3929
C 1.1871 -0.6336 0.2850
H 2.0536 -1.2887 0.2339
H -0.6646 -0.3800 1.2142

16
Properties=species:S:1:pos:R:3 method="wB97M-V/def2-TZVPD" smiles=CC[C@H]1C[C@H]1O lumo_energy_ha=0.0346 orbital_gap_ev=10.27 e_homo_ha=-0.3427 molar_mass_g_mol=86.1
H -1.9643 -0.7617 1.1061
H 2.0727 0.2142 -0.1739
H -2.0822 0.4511 -0.8343
C 1.0133 0.2055 -0.4687
O -1.7756 0.9611 -0.0730
H 0.2883 0.2445 2.5589
C -1.2589 0.0213 0.8371
C 0.7798 -0.7070 -1.6564
C 0.1879 -0.2527 0.6785
H 1.3530 -0.3906 -2.5279
H -0.2735 1.7624 1.6749
H 1.0497 -1.7408 -1.4075
C -0.2958 0.6801 1.7796
H -0.2868 -0.6995 -1.9103
H 0.7306 1.2387 -0.6841
H 0.4617 -1.2267 1.1008

16
Properties=species:S:1:pos:R:3 method="wB97M-V/def2-TZVPD" smiles="C=CC(=C)C.O" lumo_energy_ha=0.0172 orbital_gap_ev=9.01 e_homo_ha=-0.3140 molar_mass_g_mol=86.1
C 0.3943 -2.2331 0.2646
H 3.0159 0.0431 0.7055
H 1.4008 -0.0654 1.6709
C 1.9208 -0.2205 0.7245
H 2.6781 -0.6192 -1.7007
C 2.0221 -1.5019 -1.4353
H -0.7353 -0.8294 1.4040
O -4.1028 5.3535 -0.2985
H -1.1295 -2.6373 1.9075
H 2.4568 -2.4418 -1.8483
H -3.5006 6.1489 -0.3014
H 1.0520 -1.1486 -2.1199
H -4.3744 5.0770 -1.2298
C 1.5015 -1.2902 -0.0424
C -0.5851 -1.9460 1.1901
H 0.4371 -3.2052 -0.3091

16
Properties=species:S:1:pos:R:3 method="wB97M-V/def2-TZVPD" smiles="C[C@H]1CCC1=O.[H][H]" lumo_energy_ha=0.0359 orbital_gap_ev=10.46 e_homo_ha=-0.3484 molar_mass_g_mol=86.1
H 2.2943 -0.7254 0.7521
H -1.6512 2.0440 -0.3259
H -0.0059 0.0747 1.4317
H -0.9055 1.7431 -1.9129
H 0.6398 2.2994 0.6205
C 0.3157 0.0790 0.3812
C 0.5158 1.5292 -0.1439
O -1.5924 -0.9181 -0.9132
C -0.9135 -0.0030 -0.5270
H 1.3474 1.5984 -0.8520
C -0.8649 1.4895 -0.8497
H 1.0540 -1.9546 0.4264
H 1.7053 -0.9798 -0.9010
H -1.7365 -2.6094 1.7215
C 1.4064 -0.9550 0.1532
H -1.7262 -2.2998 1.0434

16
Properties=species:S:1:pos:R:3 method="wB97M-V/def2-TZVPD" lumo_energy_ha=0.0303 orbital_gap_ev=8.46 e_homo_ha=-0.2806 molar_mass_g_mol=86.1
H -0.4773 2.0213 0.3369
C -0.0625 -0.0633 -0.1372
H -0.6432 1.0277 2.5773
C 0.2578 1.2409 0.6017
H 1.2652 1.6185 0.4121
H -1.1590 -0.9710 -1.7749
H 1.8797 -0.8097 0.4388
H -1.8816 0.5442 -1.1497
H 1.6014 -0.7830 -1.3236
H 0.8176 -2.0145 -0.3436
H -0.4241 0.5898 -2.1522
C -0.9418 0.0267 -1.3712
H -0.6339 -1.4470 1.2870
C 1.1407 -0.9667 -0.3493
C 0.1592 0.5610 1.9786
O -0.8983 -0.5750 0.9692

16
Properties=species:S:1:pos:R:3 method="wB97M-V/def2-TZVPD" smiles=CC#CCC.O lumo_energy_ha=0.0285 orbital_gap_ev=9.89 e_homo_ha=-0.3350 molar_mass_g_mol=86.1
O 2.5344 -2.4355 -4.1764
C -1.0084 2.5532 2.0726
C -1.0541 0.3204 0.8362
H -0.4096 2.2035 2.9304
C -1.8433 1.4625 1.4222
H 1.1419 -1.1285 -1.1680
H 0.1379 -2.4249 -0.4465
H -0.3233 2.9420 1.3005
H 2.2061 -3.2215 -3.6837
H 1.5159 -1.7428 0.4728
H -2.5915 0.9382 2.0473
C -0.2644 -0.5092 0.3250
H -1.6604 3.3761 2.4109
H 3.3011 -2.7700 -4.6946
C 0.6997 -1.5011 -0.2287
H -2.3820 1.9376 0.5799

17
Properties=species:S:1:pos:R:3 method="wB97M-V/def2-TZVPD" lumo_energy_ha="0.1246 / 0.1244" total_charge=-1 s2=0.767 orbital_gap_ev="3.13 / 5.82" e_homo_ha="0.0097 / -0.0896" molar_mass_g_mol=102.1 spin_multiplicity=2
H -2.2010 -1.5532 2.0903
C 1.5320 -0.0979 -0.2020
H -2.1194 0.0990 1.4465
H -0.5265 0.1626 -0.4429
C 1.9379 0.3086 -1.4747
H -1.1667 1.8957 -2.0456
C -0.2313 -0.8830 1.4093
H 1.1777 0.8178 -2.0625
H -1.5425 -0.2938 3.0665
H 2.9303 -1.3723 0.1899
H -2.4527 2.1030 -2.8303
C 0.2078 -0.2485 0.2586
H 0.5104 -1.4423 1.9770
C -1.5764 -0.6529 2.0215
O -1.9907 1.4542 -2.2957
O 2.5295 -0.6341 0.6563
H 2.9816 0.3371 -1.7625

17
Properties=species:S:1:pos:R:3 method="wB97M-V/def2-TZVPD" smiles=[O-]CCCCC[O-] lumo_energy_ha=0.2663 total_charge=-2 orbital_gap_ev=6.69 e_homo_ha=0.0206 molar_mass_g_mol=102.1
H -1.8089 -1.9506 1.1101
C 2.1921 1.3845 0.4800
C -0.1530 0.1753 0.2897
H 3.1326 0.8302 0.1331
H 0.5955 1.7290 -0.9439
H -1.3933 -0.2183 -1.3531
O 2.3510 2.7383 0.4906
H 2.0862 0.9721 1.5048
C 1.0318 0.8679 -0.4467
H 0.2557 -0.3396 1.1730
H 1.4864 0.2058 -1.1901
O -2.6176 -2.5510 -0.6741
H -0.3755 -1.6390 -1.0581
H -2.9248 -0.7753 0.3189
C -0.8994 -0.8157 -0.5749
C -2.1141 -1.5570 0.1016
H -0.8447 0.9434 0.6391

17
Properties=species:S:1:pos:R:3 method="wB97M-V/def2-TZVPD" smiles="C[C@@H](O)CCC=O" lumo_energy_ha=0.0319 orbital_gap_ev=10.70 e_homo_ha=-0.3613 molar_mass_g_mol=102.1
O -0.1291 -0.6739 2.4147
H 1.6224 0.2060 -0.0867
O 0.2536 -1.8594 -0.0639
H 0.6041 1.2891 -1.0264
H -1.2958 -0.5050 -0.2815
H 0.2342 -1.7411 0.8991
C -0.2320 0.5251 2.2694
C 0.5920 0.5587 -0.2070
H -0.7446 1.9425 0.8158
H -0.6308 1.1391 3.1042
C 0.1310 1.3163 1.0420
H -0.7976 -1.7712 -2.3805
C -0.2633 -0.8515 -2.1254
H 0.9039 2.0330 1.3628
C -0.2547 -0.6651 -0.6166
H -0.7565 -0.0069 -2.6194
H 0.7631 -0.9357 -2.5005

17
Properties=species:S:1:pos:R:3 method="wB97M-V/def2-TZVPD" lumo_energy_ha=-0.1050 orbital_gap_ev=4.92 e_homo_ha=-0.2856 molar_mass_g_mol=102.1
H -2.4839 0.7471 -0.5481
H 1.8739 -0.3803 -1.4685
H 0.7471 -0.1694 1.3422
C -1.8114 0.8401 0.3753
C -0.3316 0.9289 -0.1271
C 0.6213 -0.2620 0.2745
C 1.9507 0.0899 -0.4949
H 0.0723 1.8714 0.2273
H 2.7960 -0.3294 0.0296
H -0.3141 1.0062 -1.2148
H -1.4601 -1.0889 0.6775
O -2.0629 -0.4221 0.9973
H 2.1069 1.1570 -0.6119
H 0.1003 -2.3273 0.7025
O -2.1648 1.8599 0.9885
C 0.1582 -1.5570 -0.0722
H 0.2021 -1.9641 -1.0769

17
Properties=species:S:1:pos:R:3 method="wB97M-V/def2-TZVPD" smiles="C=CC1COC1.O" lumo_energy_ha=0.0315 orbital_gap_ev=10.65 e_homo_ha=-0.3598 molar_mass_g_mol=102.1
H 2.1569 0.8238 -0.2592
H -0.7324 1.2124 -1.5903
H -0.8354 2.2251 0.6380
H -1.7714 -1.3117 -0.2185
C -0.7774 1.1310 0.6090
H 2.6738 -0.7843 -1.0164
H 0.3900 -1.3084 -1.5964
O 1.2116 -1.1824 2.1688
C 1.8693 -0.0993 -0.7619
C 0.6038 -0.3752 -1.0715
H 0.9435 -1.4316 1.2749
C -0.5923 0.4857 -0.7820
H 1.6487 -0.3349 2.0240
H -2.7412 -0.1110 -1.1248
H -0.0771 0.7737 1.3731
C -1.9026 -0.2402 -0.4309
O -2.0678 0.5271 0.7642

17
Properties=species:S:1:pos:R:3 method="wB97M-V/def2-TZVPD" lumo_energy_ha=0.0324 orbital_gap_ev=9.75 e_homo_ha=-0.3257 molar_mass_g_mol=102.1
C -0.6208 -1.7116 1.4486
H -1.5223 -1.1425 1.6602
H -1.4253 -0.7132 -1.4487
C 0.2227 0.9315 -1.2621
H 0.4326 1.1933 -2.3123
C -1.0189 1.3493 -0.4730
H 1.1298 -1.0207 0.1446
H 1.1678 1.2205 0.6824
O -0.1322 -1.3325 0.1495
O 2.0899 -0.3982 -0.1825
H 2.2857 1.6250 -0.6784
H -0.8654 -2.7864 1.4732
H -0.7855 1.6502 0.5485
H 0.1126 -1.5320 2.2549
H -1.8909 1.8931 -0.8668
C 1.5844 0.8629 -0.2774
C -0.7641 -0.0889 -0.8607

17
Properties=species:S:1:pos:R:3 method="wB97M-V/def2-TZVPD" smiles=OC[C@H]1CCOC1 lumo_energy_ha=0.0300 orbital_gap_ev=10.28 e_homo_ha=-0.3480 molar_mass_g_mol=102.1
C 0.6224 -1.1918 1.6132
C -0.3245 0.1911 -0.0486
H 1.2684 -2.0890 1.6287
H -2.0452 1.9684 -2.0748
H 0.0632 -1.0880 2.5577
O -1.9083 1.1114 -1.6569
H -1.3404 -1.6040 0.5817
C -0.5683 1.0341 -1.2741
H 0.0415 -1.9914 -0.4224
H -0.9531 0.6463 0.7117
H 1.5070 -0.3357 -0.4930
C 1.1584 0.4259 0.1864
H 1.5890 1.3771 -0.2096
H 0.1063 0.8068 -2.1352
O 1.4083 0.0236 1.5029
C -0.3301 -1.2813 0.3426
H -0.2947 1.9966 -0.8103

17
Properties=species:S:1:pos:R:3 method="wB97M-V/def2-TZVPD" smiles=OC[C@H]1CCCO1 lumo_energy_ha=0.0366 orbital_gap_ev=10.52 e_homo_ha=-0.3501 molar_mass_g_mol=102.1
H -1.1422 2.3748 -0.6940
C 0.3819 -0.7362 -0.5133
H -1.2897 -1.7135 0.4365
H -0.3478 -0.6627 1.5167
H 1.4868 0.8869 -0.2379
C 1.7818 -0.9865 0.0680
O 2.0613 0.3183 0.4822
H 1.7878 -1.7294 0.9057
H -2.1476 0.1648 -0.8281
H 2.5015 -1.4150 -0.6614
H -2.3610 0.6571 0.8697
H -0.2019 1.9338 0.7377
C -1.6271 0.4080 0.1066
H 0.1846 -1.1525 -1.4869
C -0.7392 -0.7704 0.4945
C -0.6544 1.5315 -0.1832
O 0.3252 0.8909 -1.0129

17
Properties=species:S:1:pos:R:3 method="wB97M-V/def2-TZVPD" smiles="C=C(C)OCOC" lumo_energy_ha=0.0368 orbital_gap_ev=9.88 e_homo_ha=-0.3263 molar_mass_g_mol=102.1
O -0.3589 0.1224 1.2216
H 1.3907 -2.4130 -1.0273
C 0.5306 -1.9648 -0.5182
C 0.5428 -0.5152 -0.7896
H 0.6068 -2.1735 0.5475
H -1.6890 1.1256 -0.0276
H 0.6734 1.8529 0.5505
H 1.3821 1.0219 2.0181
C 0.9490 0.8921 1.0184
H -1.4820 1.8315 1.5944
C 0.1286 0.2026 -1.8283
C -1.5284 0.8939 1.0311
H 0.7925 0.9118 -2.3088
H -2.3837 0.3182 1.3915
H -0.9044 0.1960 -2.1547
H -0.3751 -2.4165 -0.9351
O 1.7249 0.1142 0.2166

17
Properties=species:S:1:pos:R:3 method="wB97M-V/def2-TZVPD" smiles="C=C(O)/C=C/C.O" lumo_energy_ha=0.0277 orbital_gap_ev=9.09 e_homo_ha=-0.3062 molar_mass_g_mol=102.1
C 0.6121 1.5212 0.8396
H -0.4783 3.3332 0.2537
H -0.8121 -0.1531 -2.5626
C -0.1343 0.3495 0.8540
H -1.7535 -0.3363 -3.6874
H -0.1156 -2.8508 -0.3349
O -1.5813 -0.6967 -2.8064
H -1.2631 0.5559 0.7592
C -0.5986 -1.9894 0.1992
C 0.3149 -1.0124 0.4886
O 1.6735 -1.3169 0.2449
H 1.5673 1.4207 0.2781
H -1.6839 -1.8373 0.3405
H -0.5650 3.0437 2.0594
H 2.1145 -1.3827 1.1108
H 0.9180 3.4806 1.3046
C 0.0284 2.9369 1.1137